14
Properties=species:S:1:pos:R:3 method="wB97M-V/def2-TZVPD" largest_force_ha_per_bohr=0.0088 e_lumo_ev=0.77 homo_energy_ev=-10.088 de_lowest_kj_mol=0.9
C -1.4550 -0.9338 0.0937
C -0.3737 -0.2205 -0.6997
C 0.0046 1.1554 -0.1214
N 1.1130 0.7720 0.7244
C 1.7034 -0.3834 0.2564
O 2.7730 -0.8403 0.5600
O 0.8522 -0.9662 -0.6324
H -1.1925 -0.9595 1.1562
H -1.5753 -1.9615 -0.2597
H -2.4141 -0.4164 -0.0152
H -0.6479 -0.1544 -1.7552
H -0.8168 1.5946 0.4514
H 0.3053 1.8613 -0.9067
H 1.7240 1.4526 1.1482

---

104
Properties=species:S:1:pos:R:3 method="wB97M-V/def2-TZVPD" largest_force_ha_per_bohr=0.0293 e_lumo_ev="0.39 / -1.24" homo_energy_ev="-6.545 / -6.663" spin_multiplicity=5 de_lowest_kj_mol=0.0
Cr -0.2067 0.7124 0.2291
C 0.4992 -5.1094 0.0582
C 1.6289 -4.7136 -0.8997
C 1.6481 -5.6370 -2.1157
P 1.5337 -2.8542 -1.0860
C 2.7334 -2.4075 -2.4556
C 4.1261 -2.8445 -1.9910
C 2.5032 -2.7852 -3.9172
C -0.1478 -2.5693 -1.7984
C -0.5668 -3.1002 -3.0266
C -1.8440 -2.8970 -3.5241
C -2.7523 -2.1567 -2.7813
C -2.3808 -1.6373 -1.5535
C -1.0893 -1.8240 -1.0395
N -0.7758 -1.2426 0.2235
C -1.3603 -1.7855 1.3490
C -2.1532 -2.9590 1.3328
C -2.6274 -3.5258 2.4993
C -2.3259 -2.9812 3.7439
C -1.5502 -1.8386 3.7867
C -1.0969 -1.2164 2.6242
P 0.0164 0.2038 2.5971
C -0.4377 1.5067 3.8456
C -1.5280 2.4560 3.3448
C -0.7820 1.0164 5.2484
C 1.5413 -0.5153 3.3870
C 2.7160 0.4657 3.4144
C 1.9498 -1.8216 2.7003
H 0.6425 -6.1308 0.4232
H -0.4677 -5.0649 -0.4522
H 0.4428 -4.4412 0.9228
H 2.5756 -4.8431 -0.3659
H 0.7334 -5.5456 -2.7034
H 1.7118 -6.6776 -1.7808
H 2.5039 -5.4508 -2.7647
H 2.6956 -1.3159 -2.3972
H 4.2496 -3.9284 -2.0795
H 4.2941 -2.5783 -0.9422
H 4.9087 -2.3733 -2.5942
H 2.4442 -3.8636 -4.0721
H 3.3385 -2.4131 -4.5236
H 1.5911 -2.3334 -4.3046
H 0.1176 -3.6995 -3.6060
H -2.1345 -3.3318 -4.4732
H -3.7571 -1.9913 -3.1558
H -3.0825 -1.0629 -0.9627
H -2.3768 -3.4294 0.3868
H -3.2349 -4.4233 2.4407
H -2.6784 -3.4443 4.6579
H -1.2707 -1.4378 4.7530
H 0.4905 2.0837 3.9062
H -2.4727 1.9281 3.2140
H -1.2708 2.9021 2.3864
H -1.6773 3.2575 4.0774
H -1.7660 0.5465 5.2610
H -0.8217 1.8809 5.9166
H -0.0503 0.3171 5.6598
H 1.2502 -0.7401 4.4146
H 3.0565 0.6936 2.4001
H 3.5593 0.0239 3.9517
H 2.4696 1.4102 3.9051
H 2.1317 -1.6765 1.6310
H 1.1718 -2.5812 2.7891
H 2.8646 -2.2126 3.1568
C 1.0930 1.3575 -5.0492
N 0.1381 1.5896 -3.9662
C -1.2513 1.4090 -4.3501
C 0.4609 1.3467 -2.6567
N -0.3916 0.9254 -1.7908
N 1.7640 1.6281 -2.3165
C 2.2792 1.5326 -0.9705
N 3.7024 1.7199 -1.0966
N 1.7852 0.4956 -0.2356
H 1.0137 2.1522 -5.7927
H 0.8882 0.4034 -5.5427
H 2.1102 1.3280 -4.6732
H -1.3960 1.8598 -5.3313
H -1.9104 1.9183 -3.6462
H -1.5332 0.3489 -4.4057
H -1.2952 0.6823 -2.1692
H 2.0836 2.4821 -2.7503
H 4.0303 1.2067 -1.9061
H 4.1901 1.3687 -0.2834
H 2.4623 0.1473 0.4327
O 0.3857 2.6354 0.3900
C 1.5550 3.0375 -0.0409
C 2.5350 3.3470 1.1124
C 2.3345 4.7821 1.6308
C 0.8921 5.3258 1.6286
C 0.5032 5.9836 0.2950
C 0.3637 5.0135 -0.8801
N 1.5060 4.0941 -1.0007
H 3.5733 3.2299 0.8051
H 2.3112 2.6222 1.8931
H 2.9517 5.4590 1.0321
H 2.7416 4.8231 2.6432
H 0.8011 6.0733 2.4186
H 0.1891 4.5233 1.8570
H 1.2572 6.7426 0.0522
H -0.4496 6.5096 0.4068
H 0.2606 5.5684 -1.8134
H -0.5224 4.4003 -0.7538
H 2.3911 4.5855 -1.0304
Cl -2.4298 1.2853 0.3647

---

93
Properties=species:S:1:pos:R:3 method="wB97M-V/def2-TZVPD" largest_force_ha_per_bohr=0.0349 e_lumo_ev="0.33 / 0.33" homo_energy_ev="-4.689 / -4.688" de_lowest_kj_mol=24.0
Hf -0.2054 -0.0011 -0.1730
C -1.5652 0.0002 1.8189
C -1.8868 1.1667 1.1016
C -2.4306 0.7127 -0.1768
Si -1.6723 2.8954 1.8460
C -2.4223 -0.6932 -0.1913
C -1.8777 -1.1604 1.0857
Si -1.6604 -2.8849 1.8300
H -1.1949 -0.0058 2.8147
H -2.9220 1.3446 -0.8905
H -2.8925 -1.3203 -0.9252
Cl 1.7700 -0.1030 -3.0222
C -1.3334 -2.8318 3.6432
C -3.2091 -3.8647 1.4872
C -1.5444 2.9018 3.6897
C -3.1553 3.9249 1.3678
H -4.0638 -3.3238 1.9262
H -3.1270 -4.8424 1.9894
H -3.4097 -4.0308 0.4185
H -0.5412 -2.1463 3.9446
H -1.0658 -3.8353 3.9883
H -2.2493 -2.5439 4.1670
H -4.0423 3.4616 1.8263
H -3.3382 4.0221 0.2911
H -3.0419 4.9318 1.7966
H -2.4747 2.5252 4.1265
H -1.4246 3.9373 4.0268
H -0.7180 2.3174 4.0931
C -0.1758 -3.6139 0.9206
C -0.0741 3.5049 1.0502
P 0.1524 -2.7045 -0.6202
H -0.3389 -4.6843 0.7288
H 0.6980 -3.5326 1.5755
P 0.2431 2.7035 -0.5717
H 0.7686 3.2683 1.7251
H -0.1176 4.6018 0.9469
C 1.7082 3.5676 -1.3002
C -1.1460 3.5353 -1.5706
C -1.1780 -3.5001 -1.7066
C 1.7135 -3.4487 -1.2617
C 2.9684 -2.5494 -1.2088
H 1.4632 -3.6157 -2.3257
C 2.1283 -4.7631 -0.6065
H 2.4539 -4.6045 0.4366
H 3.0026 -5.1431 -1.1625
H 1.3513 -5.5356 -0.6261
H 2.8414 -1.6617 -1.8437
H 3.8183 -3.1247 -1.6216
H 3.2150 -2.2302 -0.1829
H -2.1316 -3.3180 -1.1749
C -1.0204 -5.0117 -1.9043
C -1.2377 -2.7798 -3.0602
H -1.1169 -5.5798 -0.9725
H -0.0629 -5.2597 -2.3782
H -1.8206 -5.3600 -2.5740
H -1.5530 -1.7260 -2.9632
H -1.9721 -3.2820 -3.7197
H -0.2576 -2.7877 -3.5702
H -2.0647 3.2614 -1.0364
C -1.1949 2.9430 -2.9778
C -1.0530 5.0617 -1.6322
H -1.1120 5.5517 -0.6564
H -1.9030 5.4169 -2.2271
H -0.1416 5.3940 -2.1409
H -1.4607 1.8769 -2.9837
H -0.2316 3.0499 -3.5034
H -1.9635 3.4796 -3.5559
C 2.9146 2.6805 -1.6453
C 2.2557 4.6825 -0.4169
H 1.3196 3.9743 -2.2414
H 2.6036 4.2786 0.5484
H 1.5467 5.4930 -0.2265
H 3.1312 5.1120 -0.9253
H 3.3006 2.1801 -0.7497
H 3.7042 3.3352 -2.0414
H 2.6697 1.9300 -2.4001
C 0.2171 0.0649 -3.9625
H -0.7613 0.0373 -3.4501
H 0.2899 1.0344 -4.4770
H 0.2128 -0.7845 -4.6582
C 2.2785 -1.8045 2.4425
Si 1.6646 -0.1482 1.7084
C 1.3867 0.7557 3.3577
C 3.3330 0.5885 1.1797
H 1.5283 -2.2821 3.0847
H 3.1314 -1.5175 3.0811
H 2.6392 -2.5264 1.7025
H 2.3020 0.5794 3.9490
H 1.2536 1.8391 3.2454
H 0.5449 0.3540 3.9395
H 4.0692 0.2812 1.9438
H 3.6715 0.2212 0.2016
H 3.2933 1.6874 1.1655

---

16
Properties=species:S:1:pos:R:3 method="wB97M-V/def2-TZVPD" largest_force_ha_per_bohr=0.0955 e_lumo_ev=0.77 homo_energy_ev=-8.661 de_lowest_kj_mol=267.3
C 3.5782 -0.0994 -0.1589
N 2.1618 -0.1578 -0.2895
P 1.2935 1.0009 0.2751
N -0.3398 0.8680 -0.2467
C -1.5655 1.5590 0.0448
C -1.6220 0.2861 -0.6882
C -2.2485 -0.7424 0.2276
H 3.9664 0.8850 0.3112
H 4.1509 -0.8118 0.4155
H 3.8706 -0.1303 -1.2563
H -1.5878 2.5737 -0.4971
H -1.7817 1.6096 1.0715
H -1.5864 0.0788 -1.7829
H -1.6951 -0.9136 1.0997
H -2.4883 -1.7010 -0.3044
H -3.2404 -0.2253 0.5363

---

96
Properties=species:S:1:pos:R:3 method="wB97M-V/def2-TZVPD" largest_force_ha_per_bohr=0.0688 e_lumo_ev="-1.69 / -1.69" homo_energy_ev="-7.179 / -7.180"
Y 0.7133 -1.0680 -0.0765
Br 2.2070 -6.2748 -0.0765
C 3.2569 -4.6657 -0.0765
C 4.6388 -4.8586 -0.0765
C 5.4815 -3.7590 -0.0765
Br 7.3537 -4.1240 -0.0765
C 4.9552 -2.4526 -0.0765
C 5.7541 -1.2837 -0.0765
C 5.1732 -0.0241 -0.0765
C 3.8004 0.0384 -0.0765
N 3.0049 -1.0451 -0.0765
C 3.5437 -2.2814 -0.0765
C 2.6521 -3.3805 -0.0765
O 1.3822 -3.2007 -0.0765
H 5.0424 -5.8656 -0.0765
H 6.8373 -1.3442 -0.0765
H 5.7729 0.8763 -0.0765
H 3.2731 0.9861 -0.0765
F 4.6896 2.2328 -1.0450
C 4.9688 2.9131 0.0960
C 3.9614 3.6359 0.7601
C 4.2780 4.3211 1.9481
F 3.3350 5.0114 2.6320
C 5.5841 4.2910 2.4502
F 5.8842 4.9538 3.5950
C 6.5799 3.5776 1.7782
F 7.8440 3.5508 2.2691
C 6.2719 2.8879 0.6033
F 7.2380 2.1914 -0.0457
Ge 2.1632 3.6375 0.0246
S 1.5481 1.5013 -0.0765
C 2.0656 4.3709 -1.7668
C 3.1843 4.9472 -2.3963
F 4.3811 5.0218 -1.7668
C 3.0704 5.4693 -3.6898
F 4.1508 6.0255 -4.2925
C 1.8460 5.4226 -4.3617
F 1.7401 5.9303 -5.6149
C 0.7300 4.8565 -3.7404
F -0.4588 4.8148 -4.3919
C 0.8367 4.3336 -2.4474
F -0.2592 3.7891 -1.8603
C 0.9284 4.7169 1.0625
C 1.1366 6.1052 1.1426
F 2.1894 6.6808 0.5076
C 0.2589 6.9093 1.8768
F 0.4672 8.2475 1.9504
C -0.8329 6.3364 2.5336
F -1.6831 7.1179 3.2449
C -1.0499 4.9580 2.4559
F -2.1118 4.4045 3.0930
C -0.1756 4.1476 1.7226
F -0.4132 2.8152 1.6663
C -3.0823 -1.7827 5.0412
O -3.1832 -1.5654 3.6836
C -2.3625 -2.1313 2.7595
O -1.4579 -2.8666 3.1215
C -2.4857 -1.7200 1.3240
C -3.5861 -1.1193 0.8364
As -5.0767 -2.2277 1.3895
C -6.6359 -1.2531 0.6445
C -4.6395 -3.4502 -0.1538
C -3.3516 -3.6704 -0.6722
As -1.6282 -2.7699 -0.0765
C -1.0649 -4.4200 0.8606
C -3.0649 -4.6753 -1.7530
O -2.0695 -4.5253 -2.4443
O -3.8152 -5.7839 -1.9666
C -4.1101 -6.7026 -0.9791
C -5.8712 -4.0832 -0.7276
O -6.8125 -4.3105 0.0153
O -6.0381 -4.3336 -2.0521
C -5.7076 -3.4413 -3.0549
C -3.5897 -0.5195 -0.5436
O -4.6160 -0.4340 -1.1954
O -2.4331 -0.0117 -1.0457
C -2.3249 0.5618 -2.2949
H -3.8726 -1.2040 5.5617
H -2.0904 -1.4419 5.4087
H -3.2171 -2.8616 5.2679
H -6.6870 -0.2383 1.0894
H -7.5515 -1.8073 0.9354
H -6.6465 -1.2014 -0.4577
H -1.8920 -4.8130 1.4883
H -0.1675 -4.2197 1.4803
H -0.7980 -5.1897 0.1081
H -4.7530 -7.4987 -1.4063
H -4.6331 -6.2421 -0.1200
H -3.1702 -7.1655 -0.6104
H -5.9296 -3.9039 -4.0381
H -4.6417 -3.1517 -3.0350
H -6.3214 -2.5214 -2.9514
H -1.2789 0.8941 -2.4542
H -2.9971 1.4433 -2.3713
H -2.5890 -0.1802 -3.0789
H -0.9448 0.1372 -0.0765